DFT (ωB97M-V/def2-TZVPD) results for 2 unconnected molecules or ions with the total composition CH3N3O2Si at a distorted geometry.

## Properties
SMILES string ... [H]/N=[SiH]\C#N.O=NO
F_max ... 3.061 eV/Å
E_tot ... -644.004919 Eh
Highest occupied orbital energy ... -10.17 eV
ΔE to the lowest compared entry with this formula, charge and spin ... 227.1 kJ/mol
Orbital gap ... 0.31395 Ha

XYZ file:
```
10
Properties=species:S:1:pos:R:3:forces:R:3
H -1.029970 1.439138 -0.727233 -0.52 1.32 0.34
N -0.509038 0.612980 -0.798653 2.23 -1.32 -0.60
Si 1.054049 0.273403 -0.929559 -1.17 2.51 1.31
C 2.661034 1.101068 -0.371141 0.27 1.18 0.44
N 3.569695 1.687448 0.063399 -1.25 -1.00 -0.71
H 1.452086 -0.958091 -1.305567 0.63 -2.62 -0.87
O -0.839913 -2.710155 2.364541 -0.08 0.61 -0.22
N -0.531202 -1.960433 1.505979 0.69 -0.74 -0.23
O -1.333144 -0.888802 1.407210 -1.31 -0.52 1.69
H -1.065121 -0.425682 0.614592 0.53 0.58 -1.15
```
Positions in Å, forces in eV/Å.

Here are the Löwdin charges for atoms 1 to 6, given in e: -0.0356 -0.1661 0.6678 -0.3163 0.0778 -0.0723


DFT (ωB97M-V/def2-TZVPD) results for 2 unconnected molecules or ions with the total composition CH3N3O3 at a distorted geometry.

## Properties
F_max ... 3.278 eV/Å
E_tot ... -429.592552 Eh
Highest occupied orbital energy (alpha / beta) ... -9.34 / -9.78 eV
ΔE to the lowest compared entry with this formula, charge and spin ... 586.1 kJ/mol
Orbital gap (alpha / beta) ... 0.31279 / 0.32868 Ha

XYZ file:
```
10
Properties=species:S:1:pos:R:3:forces:R:3
C -1.436067 -1.256936 -0.210324 -2.26 -0.81 0.09
N 0.882323 -0.917987 -0.230749 0.22 -0.37 1.69
N -0.257115 -1.516281 -0.346499 -0.41 0.09 0.00
N 0.945971 1.569982 0.741788 -0.92 0.70 -0.07
O -2.601676 -1.433550 -0.158119 1.12 0.57 0.11
O -0.974580 1.011303 -0.603690 -1.69 0.07 1.32
O 0.266733 1.074749 -0.475615 3.12 0.19 -1.00
H 1.250561 -1.021327 -1.129476 1.51 -0.06 -1.93
H 0.255450 1.624513 1.492444 0.02 -0.34 -0.15
H 1.668401 0.865534 0.920240 -0.70 -0.05 -0.05
```
Positions in Å, forces in eV/Å.

Here are the Löwdin charges for atoms 1 to 6, given in e: -0.3089 0.0985 0.0299 0.1062 0.1532 -0.0471


DFT (ωB97M-V/def2-TZVPD) results for CH3N3O3 in the gas phase at a distorted geometry.

## Properties
SMILES string ... NO/C=N/[N+](=O)[O-]
F_max ... 5.824 eV/Å
E_tot ... -429.669634 Eh
Highest occupied orbital energy ... -10.61 eV
ΔE to the lowest compared entry with this formula, charge and spin ... 383.7 kJ/mol
Orbital gap ... 0.38433 Ha

XYZ file:
```
10
Properties=species:S:1:pos:R:3:forces:R:3
N 0.034145 -0.386521 -0.966896 1.92 -1.90 0.63
O -0.309565 0.317741 0.231526 0.40 1.70 -2.87
C -0.220681 -0.162057 1.389979 0.89 -3.00 4.91
N 0.227814 -1.285594 1.865688 0.47 0.06 -4.80
N 0.105296 -1.792869 3.148885 1.31 0.15 -2.01
O -0.644434 -1.267627 3.883659 -1.95 1.14 2.37
O 0.788296 -2.766229 3.328631 0.08 -0.26 0.54
H -0.046636 -1.342387 -0.588922 -0.24 -0.23 -0.84
H 1.107632 -0.363849 -1.073389 -1.81 0.62 0.45
H -0.545261 0.556846 2.054003 -1.07 1.72 1.63
```
Positions in Å, forces in eV/Å.

Here are the Löwdin charges for atoms 1 to 6, given in e: 0.0959 -0.0435 -0.2265 0.1349 -0.4844 0.1008


DFT (ωB97M-V/def2-TZVPD) results for 2 unconnected molecules or ions with the total composition CH3N3S at a distorted geometry.

## Properties
F_max ... 3.370 eV/Å
E_tot ... -602.248148 Eh
Highest occupied orbital energy ... -8.93 eV
ΔE to the lowest compared entry with this formula, charge and spin ... 122.8 kJ/mol
Orbital gap ... 0.31409 Ha

XYZ file:
```
8
Properties=species:S:1:pos:R:3:forces:R:3
C 2.223968 0.093344 -0.541816 -0.25 0.40 0.33
N -2.267445 0.048285 0.058707 -1.01 1.59 -1.32
N -2.594127 0.682193 -0.804707 -0.15 0.45 -0.20
N -1.848815 -0.757855 0.822588 1.54 -2.66 1.37
S 1.639072 1.262210 0.391795 0.14 -0.22 -0.18
H 1.566385 -0.634545 -1.000637 -0.01 -0.13 -0.09
H 3.285478 -0.002163 -0.738035 0.08 -0.05 -0.05
H -2.004513 -0.691468 1.812108 -0.35 0.62 0.13
```
Positions in Å, forces in eV/Å.

Here are the Löwdin charges for atoms 1 to 6, given in e: -0.5817 -0.3408 0.1844 0.0894 0.5865 -0.0067


Question: Which formula does entry 4 have?
Answer: CH3N3S


Question: The highest ΔE to the lowest compared entry with this formula, charge and spin belongs to which entry?
Answer: number 2